Entry 1:
Density functional theory data (ωB97M-V/def2-TZVPD) for a structure of composition C40H46BrCl3N2O5ReSSi in a non-equilibrium geometry.

XYZ file:
```
100
Properties=species:S:1:pos:R:3:mulliken_spin:R:1
Re -0.448 -1.308 -0.686 -0.0882
C 2.449 -0.045 2.677 0.0008
C 2.221 0.371 1.222 -0.0063
C 2.741 1.791 0.988 0.0007
C 2.943 -0.598 0.289 0.0009
O 0.814 0.305 0.899 -0.0191
Si -0.401 1.183 1.610 -0.0317
S -2.063 0.294 0.597 0.7249
O -0.319 2.791 1.438 0.0199
C -0.563 3.733 0.401 0.0218
C -0.110 3.188 -0.948 -0.0149
C 0.251 4.979 0.761 0.0009
C -2.068 4.013 0.354 0.0180
O -0.315 0.926 3.194 0.0140
C -1.055 1.489 4.277 -0.0048
C -0.858 0.542 5.460 -0.0008
C -2.528 1.591 3.899 -0.0004
C -0.479 2.870 4.584 0.0004
H 3.511 -0.209 2.851 -0.0001
H 1.915 -0.967 2.893 -0.0004
H 2.087 0.718 3.360 0.0000
H 3.757 1.883 1.366 -0.0002
H 2.110 2.511 1.500 -0.0003
H 2.750 2.020 -0.076 0.0000
H 4.018 -0.454 0.363 -0.0002
H 2.625 -0.430 -0.740 -0.0003
H 2.707 -1.626 0.549 -0.0002
H 0.957 2.985 -0.947 0.0010
H -0.335 3.904 -1.736 -0.0003
H -0.636 2.261 -1.157 0.0349
H 1.310 4.729 0.785 -0.0005
H -0.036 5.352 1.741 -0.0005
H 0.091 5.756 0.019 0.0009
H -2.593 3.069 0.212 -0.0019
H -2.311 4.677 -0.471 0.0003
H -2.412 4.460 1.284 0.0006
H -1.240 -0.444 5.211 0.0000
H -1.381 0.914 6.338 0.0001
H 0.200 0.455 5.694 -0.0002
H -2.879 0.624 3.545 0.0006
H -2.649 2.312 3.094 0.0006
H -3.128 1.902 4.749 -0.0006
H 0.576 2.788 4.839 0.0000
H -1.009 3.326 5.416 0.0001
H -0.572 3.501 3.705 -0.0002
Br 1.820 -6.310 3.939 0.0006
C 0.391 -5.062 4.132 0.0011
C -0.407 -5.107 5.263 -0.0014
C -1.446 -4.200 5.383 -0.0007
C -1.681 -3.264 4.393 0.0011
C -0.870 -3.226 3.267 0.0374
C 0.174 -4.133 3.136 -0.0017
C -1.133 -2.228 2.162 -0.0293
O -1.999 -1.360 2.357 0.1825
O -0.442 -2.387 1.134 -0.0078
H -0.219 -5.839 6.033 0.0000
H -2.077 -4.234 6.257 0.0001
H -2.495 -2.559 4.470 0.0002
H 0.806 -4.117 2.262 -0.0007
Cl -2.445 -5.020 -3.755 0.0003
C -3.382 -4.133 -2.491 -0.0009
Cl -4.770 -3.329 -3.297 0.0009
Cl -4.042 -5.341 -1.340 0.0010
C -2.536 -3.197 -1.849 0.0093
N -1.704 -2.457 -1.474 0.0004
C 3.411 -4.115 -2.002 0.0009
C 2.826 -3.303 -2.958 -0.0008
C 1.638 -2.643 -2.693 -0.0008
C 1.035 -2.711 -1.437 0.0052
C 1.585 -3.623 -0.536 -0.0002
C 2.753 -4.314 -0.800 -0.0009
H 4.348 -4.612 -2.200 0.0001
H 3.297 -3.181 -3.922 -0.0001
H 1.181 -2.048 -3.466 0.0002
H 1.089 -3.786 0.404 0.0010
H 3.148 -5.006 -0.070 0.0000
N -0.347 -0.195 -2.255 0.1284
C -0.339 0.497 -3.300 -0.0034
C -1.296 1.603 -3.523 -0.0089
C -2.550 1.584 -2.914 0.0352
C -3.383 2.683 -3.012 0.0067
C -2.967 3.816 -3.697 -0.0012
C -1.722 3.841 -4.305 0.0017
C -0.891 2.739 -4.224 -0.0027
C 0.695 0.302 -4.356 0.0080
C 0.338 0.166 -5.695 -0.0028
C 1.310 -0.028 -6.660 0.0017
C 2.645 -0.114 -6.298 -0.0020
C 3.005 -0.003 -4.964 0.0007
C 2.036 0.213 -4.001 -0.0035
H -2.848 0.709 -2.353 -0.0214
H -4.356 2.665 -2.542 -0.0005
H -3.604 4.688 -3.740 -0.0002
H -1.391 4.727 -4.832 0.0003
H 0.094 2.770 -4.668 -0.0002
H -0.703 0.197 -5.977 -0.0001
H 1.030 -0.108 -7.701 0.0001
H 3.403 -0.270 -7.054 -0.0002
H 4.041 -0.087 -4.672 0.0000
H 2.303 0.318 -2.959 -0.0018
```

Values from the calculation:
Energy relative to the best compared isomer or geometry (same formula, charge and spin) in kJ/mol: 173.07
Orbital gap (alpha / beta) in eV: 7.2 / 5.3
2S+1: 2
<S²>: 0.77

---

Entry 2:
Density functional theory data (ωB97M-V/def2-TZVPD) for a structure of composition C40H46BrFeN3O3PSTe in a non-equilibrium geometry.

XYZ file:
```
97
Properties=species:S:1:pos:R:3:mulliken_spin:R:1
Fe -0.028 1.139 -0.343 3.7277
Br -0.432 -11.818 1.782 0.0002
C -0.428 -9.980 1.462 0.0018
C 0.123 -9.229 2.576 -0.0008
C 0.216 -7.877 2.457 0.0011
C -0.206 -7.221 1.315 -0.0010
C -0.767 -7.923 0.250 0.0018
C -0.916 -9.319 0.318 -0.0011
N -0.313 -5.793 1.088 0.0081
N 0.103 -5.087 2.008 -0.0030
C 0.113 -3.710 1.791 0.0026
C 0.718 -2.978 2.799 -0.0006
C 0.958 -1.614 2.704 0.0013
C 0.379 -0.869 1.635 -0.0417
O 0.622 0.402 1.555 0.0683
C -0.276 -1.601 0.621 -0.0314
N -0.706 -0.806 -0.448 0.0755
C -1.409 -1.362 -1.483 0.0041
C -1.454 -2.784 -1.510 0.0006
C -1.018 -3.541 -0.480 0.0069
C -0.394 -3.014 0.680 0.0065
H 0.265 -9.667 3.583 0.0000
H 0.594 -7.212 3.246 0.0000
H -1.102 -7.293 -0.561 0.0001
H -1.456 -9.936 -0.468 0.0000
H 1.097 -3.562 3.600 0.0001
H 1.434 -0.999 3.512 0.0112
H -1.789 -0.716 -2.284 0.0029
H -1.932 -3.326 -2.307 -0.0008
H -1.049 -4.612 -0.423 0.0018
C 8.187 0.059 0.532 -0.0017
C 6.876 0.599 1.035 0.0353
C 6.420 1.748 0.435 -0.0122
C 5.160 2.234 0.690 -0.0401
C 4.655 3.432 -0.055 0.0838
C 4.394 1.642 1.742 -0.0314
Te 2.465 2.545 2.016 1.0103
C 4.953 0.504 2.405 0.0032
C 4.202 -0.074 3.650 0.0089
C 6.178 -0.037 2.057 -0.0100
H 7.986 -0.860 -0.058 0.0025
H 8.830 -0.163 1.401 0.0015
H 8.843 0.755 0.008 0.0001
H 6.976 2.243 -0.304 0.0000
H 5.317 3.809 -0.785 0.0053
H 4.506 4.176 0.747 -0.0126
H 3.611 3.327 -0.410 -0.0225
H 3.758 0.760 4.065 -0.0008
H 4.943 -0.484 4.359 -0.0008
H 3.464 -0.862 3.473 0.0007
H 6.552 -0.882 2.589 -0.0010
C -3.104 4.462 2.274 0.0019
C -1.750 3.885 1.784 0.0031
C -1.082 3.142 2.980 -0.0469
P -1.930 2.852 0.216 0.0643
C -3.591 1.965 0.157 -0.0068
C -3.680 0.799 1.134 0.0019
C -4.901 2.754 0.201 -0.0011
C -2.262 4.308 -1.139 -0.0156
C -3.079 5.607 -0.776 0.0003
C -1.044 4.765 -1.965 0.0053
H -3.118 5.025 3.200 -0.0002
H -3.731 3.602 2.476 0.0000
H -3.553 4.992 1.480 0.0004
H -0.980 4.645 1.427 0.0023
H -1.659 2.302 3.370 0.0030
H -0.886 3.866 3.747 -0.0022
H -0.118 2.803 2.626 0.0364
H -3.444 1.481 -0.871 -0.0013
H -3.665 1.013 2.243 0.0006
H -2.770 0.221 0.977 0.0031
H -4.535 0.182 1.023 -0.0001
H -5.100 2.902 1.243 0.0004
H -5.675 2.031 -0.101 0.0003
H -4.922 3.664 -0.298 -0.0012
H -2.902 3.789 -1.885 0.0003
H -2.509 6.339 -0.175 0.0003
H -4.055 5.617 -0.354 0.0001
H -3.238 6.146 -1.712 -0.0001
H -0.539 5.505 -1.350 0.0022
H -1.419 5.157 -2.933 0.0001
H -0.325 4.036 -2.225 -0.0048
O -3.237 0.183 -7.652 0.0002
C -3.362 -0.011 -6.319 0.0001
O -4.426 -0.375 -5.904 0.0006
C -2.209 0.251 -5.373 0.0060
C -2.364 1.203 -4.398 -0.0006
C -1.377 1.590 -3.508 0.0163
C -0.123 0.994 -3.559 -0.0099
S 1.162 1.459 -2.390 0.0758
C 0.054 0.022 -4.598 0.0065
C -0.958 -0.320 -5.490 -0.0012
H -2.297 0.418 -7.903 0.0000
H -3.327 1.657 -4.262 0.0000
H -1.576 2.390 -2.810 0.0025
H 1.050 -0.450 -4.661 -0.0026
H -0.665 -1.036 -6.207 -0.0001
```

Values from the calculation:
Energy relative to the best compared isomer or geometry (same formula, charge and spin) in kJ/mol: 136.28
Orbital gap (alpha / beta) in eV: 6.8 / 6.2
2S+1: 6
<S²>: 8.77

---

Entry 3:
Density functional theory data (ωB97M-V/def2-TZVPD) for a cluster of 2 separate species, C40H46F5INO9 in total in a non-equilibrium geometry.

XYZ file:
```
102
Properties=species:S:1:pos:R:3:lowdin_charge:R:1
C 7.852 -0.127 -2.551 -0.0803
C 6.756 0.876 -3.084 -0.2378
O 5.560 0.786 -2.274 -0.1775
C 4.975 -0.510 -2.391 -0.1899
C 3.460 -0.405 -1.911 -0.1197
O 2.563 -1.187 -2.737 -0.0602
C 1.561 -1.781 -2.004 -0.2117
C 1.961 -2.953 -1.237 -0.0979
C 3.400 -3.539 -1.266 -0.0530
C 3.457 -4.612 -2.448 -0.7453
O 4.256 -5.475 -2.483 0.0405
I 2.040 -4.547 -4.121 0.8885
C 0.973 -3.647 -0.421 0.0478
C 1.400 -4.927 0.375 -0.3576
O 1.378 -4.895 1.557 0.2393
O 1.832 -6.004 -0.424 0.1172
C 1.143 -7.198 -0.189 -0.4092
F 1.288 -7.692 1.072 0.1680
F 1.727 -8.126 -1.015 0.1497
C -0.403 -7.174 -0.566 -0.4302
F -0.667 -8.304 -1.295 0.1479
F -1.162 -7.300 0.562 0.1498
F -0.774 -6.132 -1.348 0.1583
C -0.381 -3.101 -0.392 -0.0365
C -1.416 -3.822 0.525 -0.0622
C -1.417 -3.037 1.940 -0.3346
C -2.837 -2.476 2.346 -0.0328
O -0.385 -2.028 1.945 -0.0546
C -0.695 -1.923 -1.211 -0.0402
C -2.168 -1.412 -1.125 -0.0726
C -2.169 -0.121 -0.210 -0.1796
C -3.160 1.012 -0.690 -0.1466
C -4.612 0.614 -0.215 -0.2170
O -5.516 0.861 -1.312 -0.2045
C -6.599 -0.099 -1.170 -0.0980
N 0.263 -1.302 -2.002 0.1115
C -0.060 -0.128 -2.859 -0.2479
C 0.221 -0.426 -4.406 -0.0130
C 0.764 1.182 -2.435 -0.1716
C -0.269 2.381 -2.272 -0.0731
H 7.611 -1.193 -2.802 0.0725
H 7.839 -0.066 -1.428 0.0898
H 8.837 0.171 -2.980 0.0818
H 7.107 1.942 -3.029 0.1282
H 6.473 0.667 -4.154 0.1219
H 5.476 -1.172 -1.625 0.1193
H 5.061 -0.956 -3.414 0.1446
H 3.233 0.693 -1.899 0.1171
H 3.430 -0.722 -0.829 0.1472
H 3.694 -4.061 -0.323 0.1462
H 4.194 -2.791 -1.493 0.1042
H -2.435 -3.906 0.081 0.1141
H -1.097 -4.863 0.785 0.0946
H -1.104 -3.765 2.737 0.1440
H -3.166 -3.000 3.284 0.0923
H -3.570 -2.708 1.536 0.0748
H -2.811 -1.386 2.619 0.0793
H -0.792 -1.147 1.932 0.0738
H -2.888 -2.204 -0.824 0.1088
H -2.495 -1.068 -2.148 0.1273
H -1.129 0.316 -0.278 0.1084
H -2.340 -0.325 0.873 0.0828
H -3.052 1.106 -1.800 0.1098
H -2.787 1.965 -0.220 0.1093
H -4.583 -0.468 0.077 0.1077
H -4.895 1.285 0.638 0.1373
H -6.301 -1.054 -1.677 0.0940
H -7.533 0.330 -1.600 0.0961
H -6.769 -0.281 -0.078 0.0885
H -1.127 0.181 -2.816 0.1109
H 0.237 -1.537 -4.586 0.0735
H -0.512 0.112 -5.050 0.0948
H 1.247 -0.064 -4.679 0.0834
H 1.263 1.007 -1.443 0.1114
H 1.479 1.488 -3.235 0.1140
H -0.996 2.330 -3.133 0.0911
H -0.900 2.223 -1.354 0.0509
H 0.239 3.369 -2.195 0.0833
C -3.371 2.735 5.325 -0.0579
C -3.349 3.694 6.334 -0.0484
C -2.653 4.879 6.151 0.0089
C -1.965 5.107 4.963 -0.0788
C -1.966 4.135 3.961 -0.0849
C -2.681 2.954 4.142 -0.0093
C -1.197 4.342 2.709 -0.2765
O -1.201 3.495 1.832 0.0717
C -0.416 5.592 2.547 -0.0854
C 0.356 5.777 1.403 -0.0047
C 1.080 6.949 1.236 -0.0550
C 1.028 7.946 2.206 -0.0481
C 0.264 7.764 3.350 0.0083
C -0.452 6.584 3.528 -0.0799
C -1.237 6.387 4.772 -0.2764
O -1.280 7.254 5.621 0.1177
H -3.923 1.813 5.465 0.1065
H -3.878 3.516 7.262 0.1117
H -2.643 5.625 6.937 0.1252
H -2.696 2.203 3.361 0.1071
H 0.398 5.006 0.643 0.1108
H 1.684 7.089 0.348 0.1081
H 1.587 8.864 2.071 0.1117
H 0.230 8.541 4.105 0.1249
```

Values from the calculation:
Orbital gap in eV: 7.6
2S+1: 1
Total charge: +1

---

Number 1: energy -183901.1776 eV. Number 2: energy -184684.0098 eV. Number 3: energy -83822.3732 eV.